Record 1
{"formula": "C35H46N9OsSi", "method": "ωB97M-V/def2-TZVPD", "species": ["Os", "Si", "N", "N", "N", "N", "N", "N", "N", "N", "N", "C", "C", "C", "C", "C", "C", "C", "C", "C", "C", "C", "C", "C", "C", "C", "C", "C", "C", "C", "C", "C", "C", "C", "C", "C", "C", "C", "C", "C", "C", "C", "C", "C", "C", "C", "H", "H", "H", "H", "H", "H", "H", "H", "H", "H", "H", "H", "H", "H", "H", "H", "H", "H", "H", "H", "H", "H", "H", "H", "H", "H", "H", "H", "H", "H", "H", "H", "H", "H", "H", "H", "H", "H", "H", "H", "H", "H", "H", "H", "H", "H"], "coordinates": [[0.034, -0.037, 0.358], [4.357, 0.092, -2.275], [0.683, 3.172, -0.397], [-1.147, 0.013, 4.458], [0.404, 0.112, 11.100], [0.630, -3.110, -0.310], [-0.402, -3.300, -2.383], [-0.925, 0.025, 2.278], [-0.325, 2.887, -2.452], [-0.816, 1.385, -0.758], [-0.966, -1.547, -0.914], [-2.422, -0.055, 3.919], [-4.920, -1.098, -2.161], [1.634, 0.021, -0.738], [-2.282, -0.047, 2.576], [-0.812, 0.032, 5.879], [-1.830, 0.054, 6.815], [0.514, 0.028, 6.275], [0.577, -2.549, 1.028], [-0.291, 4.297, -2.868], [1.977, 3.674, -0.920], [1.988, -3.560, -0.707], [0.825, 0.049, 7.621], [-2.248, -1.337, -1.310], [-4.182, 0.064, -1.849], [-0.278, 0.062, 3.445], [-1.517, 0.073, 8.164], [0.568, 3.090, 1.061], [-4.853, 1.283, -1.982], [-0.189, 0.071, 8.572], [-0.952, -2.650, -3.581], [-0.263, -2.668, -1.226], [0.140, 0.095, 9.980], [5.359, 1.359, -1.386], [-0.143, 2.498, -1.195], [-3.081, -2.474, -1.549], [2.696, 0.053, -1.370], [-4.376, -2.370, -1.974], [-4.231, 2.465, -1.609], [-0.738, 1.943, -3.499], [4.021, 0.518, -4.034], [-2.925, 2.416, -1.174], [-2.815, -0.009, -1.408], [5.076, -1.598, -2.072], [-0.113, -4.736, -2.548], [-2.173, 1.227, -1.122], [2.656, -2.701, -0.750], [0.061, -5.205, -1.586], [-0.972, -1.570, -3.458], [0.555, 4.495, -3.525], [2.534, 4.092, -0.086], [4.466, -2.368, -2.557], [4.965, 0.535, -4.590], [-0.980, -5.198, -3.020], [-2.308, 0.090, 8.903], [-0.579, 0.920, -3.168], [3.366, -0.220, -4.507], [-1.787, 2.087, -3.768], [1.326, 0.005, 5.560], [-0.249, 4.949, -2.002], [-5.934, -0.983, -2.529], [-1.957, -3.014, -3.800], [1.857, 4.458, -1.660], [1.980, -4.044, -1.674], [-3.047, -0.082, 1.815], [-0.440, -2.404, 1.371], [-0.309, -2.890, -4.426], [6.363, 1.397, -1.823], [-2.872, 0.063, 6.525], [-4.968, -3.260, -2.153], [-4.761, 3.409, -1.646], [-2.666, -3.457, -1.358], [-0.466, 2.943, 1.358], [1.860, 0.045, 7.938], [2.546, 2.851, -1.349], [-0.128, 2.121, -4.382], [0.789, 0.142, 3.562], [1.172, -1.585, 1.100], [1.086, -3.214, 1.722], [4.927, 2.362, -1.464], [-3.316, -0.103, 4.518], [2.357, -4.270, 0.030], [0.747, -4.894, -3.199], [1.191, 2.295, 1.470], [0.910, 4.030, 1.486], [-5.871, 1.285, -2.358], [3.560, 1.506, -4.131], [-2.448, 3.333, -0.845], [5.460, 1.101, -0.328], [-1.208, 4.505, -3.424], [6.068, -1.621, -2.536], [5.196, -1.848, -1.013]], "multiplicity": 5, "charge": 3, "total_energy_ev": -60770.31869, "homo_lumo_gap_ev": [6.9, 4.6], "molar_mass_g_mol": 811.13}


Record 2
{"formula": "C40H47F5MoNO2P2S", "method": "ωB97M-V/def2-TZVPD", "species": ["Mo", "S", "P", "P", "F", "F", "F", "F", "F", "O", "O", "N", "C", "C", "C", "C", "C", "C", "C", "C", "C", "C", "C", "C", "C", "C", "C", "C", "C", "C", "C", "C", "C", "C", "C", "C", "C", "C", "C", "C", "C", "C", "C", "C", "C", "C", "C", "C", "C", "C", "C", "C", "H", "H", "H", "H", "H", "H", "H", "H", "H", "H", "H", "H", "H", "H", "H", "H", "H", "H", "H", "H", "H", "H", "H", "H", "H", "H", "H", "H", "H", "H", "H", "H", "H", "H", "H", "H", "H", "H", "H", "H", "H", "H", "H", "H", "H", "H", "H"], "coordinates": [[0.063, 0.037, 0.275], [-1.785, 0.297, 1.763], [-0.381, 2.032, -1.197], [0.553, -2.254, -0.695], [-6.550, 0.259, -1.711], [-4.191, -0.833, -2.571], [-6.683, 1.397, 0.745], [-4.522, 1.461, 2.341], [-2.020, -0.766, -0.965], [1.221, 1.064, 1.650], [0.952, -1.045, 1.949], [1.803, 0.165, -0.864], [1.609, 3.383, -2.659], [5.476, -0.037, 6.508], [3.544, 2.215, 2.505], [-0.793, 3.604, -0.341], [-1.781, 3.223, -3.351], [-1.547, 1.902, -2.621], [2.165, 1.217, -1.714], [1.525, 0.018, 2.340], [3.693, 2.354, -3.198], [3.432, -0.960, 5.390], [-2.249, 3.686, 0.113], [2.316, -2.100, -0.316], [-1.619, -3.508, 0.556], [-5.482, 0.275, -0.927], [3.375, 1.256, -2.421], [1.507, -3.509, -3.043], [2.772, -0.785, -0.456], [0.441, -2.547, -2.513], [3.463, 1.070, 3.479], [2.480, 0.061, 3.442], [0.199, -5.038, -0.261], [-4.422, 0.886, 1.147], [2.449, -0.957, 4.413], [4.431, 0.003, 5.434], [-1.071, 0.834, -3.600], [4.425, 1.007, 4.476], [3.138, -3.079, 0.225], [4.879, -1.454, 0.491], [4.429, -2.760, 0.619], [-0.942, -2.979, -3.006], [1.257, 2.272, -1.895], [4.060, -0.464, -0.033], [-3.196, -0.232, -0.520], [2.831, 3.440, -3.301], [-3.212, 0.340, 0.733], [1.399, -2.034, 4.486], [-0.121, -3.645, 0.292], [0.156, 3.878, 0.821], [-4.289, -0.283, -1.362], [-5.545, 0.859, 0.332], [-0.083, 1.079, -3.996], [1.204, 3.786, 0.534], [-0.441, -5.279, -1.109], [2.503, -3.292, -2.661], [3.101, 4.305, -3.890], [5.021, 0.094, 7.490], [-2.139, 4.020, -2.702], [1.232, -5.164, -0.578], [4.065, 0.429, -2.368], [-2.494, 1.581, -2.170], [-0.001, -5.777, 0.515], [4.490, 2.736, 2.644], [3.406, -1.734, 6.147], [-0.959, -2.933, -4.095], [-1.941, -4.333, 1.192], [1.715, -2.913, 3.920], [3.470, 1.893, 1.469], [1.541, -3.421, -4.130], [-2.966, 3.438, -0.670], [-1.762, 0.775, -4.441], [5.875, -1.194, 0.824], [-2.416, 3.026, 0.964], [-0.009, 4.894, 1.180], [5.193, 1.770, 4.505], [6.219, 0.745, 6.373], [0.405, -3.509, 1.246], [-1.759, -2.366, -2.641], [4.636, 2.363, -3.727], [4.413, 0.555, -0.082], [-0.623, 4.361, -1.116], [0.922, 4.212, -2.757], [2.736, 2.927, 2.667], [-0.876, 3.561, -3.855], [-1.026, -0.149, -3.142], [2.776, -4.086, 0.367], [0.670, -1.549, -2.907], [5.071, -3.520, 1.039], [1.262, -4.543, -2.808], [-2.465, 4.701, 0.444], [1.275, -2.336, 5.524], [5.988, -0.999, 6.516], [-1.863, -2.576, 1.069], [-0.035, 3.193, 1.648], [0.434, -1.725, 4.094], [-1.146, -4.012, -2.725], [-2.197, -3.564, -0.367], [-2.537, 3.065, -4.122]], "e_above_lowest_kcal_mol": 17.2, "multiplicity": 3, "charge": 1, "total_energy_ev": -92681.28235, "homo_lumo_gap_ev": [6.1, 6.5], "molar_mass_g_mol": 858.77}


Record 3
{"formula": "C45H38AuN6Sb2", "method": "ωB97M-V/def2-TZVPD", "species": ["Au", "Sb", "Sb", "N", "N", "N", "N", "N", "N", "C", "C", "C", "C", "C", "C", "C", "C", "C", "C", "C", "C", "C", "C", "C", "C", "C", "C", "C", "C", "C", "C", "C", "C", "C", "C", "C", "C", "C", "C", "C", "C", "C", "C", "C", "C", "C", "C", "C", "C", "C", "C", "C", "C", "C", "H", "H", "H", "H", "H", "H", "H", "H", "H", "H", "H", "H", "H", "H", "H", "H", "H", "H", "H", "H", "H", "H", "H", "H", "H", "H", "H", "H", "H", "H", "H", "H", "H", "H", "H", "H", "H", "H"], "coordinates": [[1.735, 2.264, -0.467], [-2.728, 0.560, -0.787], [-0.936, -2.533, -1.335], [1.918, 2.464, 1.840], [0.377, 3.920, 0.152], [4.216, 4.743, 8.090], [4.935, -1.146, 1.328], [3.263, 0.772, 0.214], [-1.445, 5.738, 1.193], [-2.754, -0.758, -3.495], [-2.404, -0.938, -4.827], [0.353, 4.191, 1.476], [2.569, 4.732, 6.347], [-1.770, -0.150, 1.014], [1.663, -3.099, -4.741], [4.687, -1.115, 0.026], [0.477, -2.255, -2.827], [-0.593, 5.082, 1.970], [-1.159, -4.594, -1.166], [-6.036, -2.171, -0.020], [3.330, 3.858, 5.576], [-0.124, -6.696, -0.685], [2.348, -1.894, -4.838], [-2.180, 0.305, -2.782], [-7.044, -1.640, -0.816], [2.099, -0.866, -3.934], [-5.574, 0.106, -1.559], [-0.991, 1.020, -4.737], [3.543, 0.783, 1.536], [-1.367, 5.508, -0.111], [1.159, -1.039, -2.932], [-1.315, 1.207, -3.404], [0.714, -3.281, -3.746], [4.367, -0.202, 2.068], [4.548, 3.440, 6.104], [-0.282, -0.470, 1.038], [1.806, 4.039, 3.583], [3.455, 2.293, 3.611], [-4.553, -0.418, -0.753], [-1.336, -7.331, -0.931], [3.053, 5.140, 7.580], [-2.379, -5.218, -1.410], [-2.458, -6.599, -1.292], [4.939, 3.907, 7.349], [-6.814, -0.506, -1.587], [0.108, -1.816, 0.422], [1.375, 3.546, 2.365], [-4.795, -1.556, 0.027], [-0.476, 4.581, -0.633], [3.840, -0.170, -0.534], [-1.523, -0.057, -5.439], [-0.023, -5.317, -0.799], [2.851, 3.384, 4.252], [2.958, 1.870, 2.390], [5.886, 3.593, 7.771], [0.312, 0.344, 0.608], [-3.397, -7.103, -1.480], [1.600, 5.090, 6.030], [-3.481, -1.417, -3.036], [-0.431, 4.386, -1.695], [-8.020, -2.108, -0.828], [-7.605, -0.100, -2.203], [-0.041, -2.636, 1.127], [-0.328, 1.716, -5.235], [-0.672, 5.258, 3.036], [-3.259, -4.650, -1.688], [-0.895, 2.044, -2.858], [-2.027, 0.670, 1.686], [-4.035, -1.980, 0.670], [-6.223, -3.056, 0.573], [4.311, 1.807, 4.054], [0.929, -4.834, -0.613], [0.746, -7.276, -0.407], [-1.262, -0.197, -6.480], [-2.839, -1.752, -5.391], [0.005, -0.503, 2.094], [0.183, -4.223, -3.678], [3.079, -1.753, -5.623], [-5.406, 0.989, -2.166], [4.563, -0.235, 3.133], [1.390, 4.951, 3.987], [0.970, -0.231, -2.229], [-2.025, 6.071, -0.762], [3.627, -0.167, -1.593], [2.632, 0.073, -4.024], [-2.381, -1.013, 1.280], [2.472, 5.820, 8.192], [5.171, -1.860, -0.595], [1.865, -3.895, -5.445], [1.149, -1.816, 0.094], [5.220, 2.784, 5.569], [-1.403, -8.407, -0.840]], "e_above_lowest_kcal_mol": 0.0, "multiplicity": 3, "charge": 3, "total_energy_ev": -72960.53994, "homo_lumo_gap_ev": [7.0, 4.1], "molar_mass_g_mol": 1103.33}